# 1
Molecular formula: C25H37Br4N3O6S3SiY
Method: DFT, the ωB97M-V functional and the def2-TZVPD basis

Calculated values
calculated total energy	-364890.17304	eV
energy relative to the best compared isomer or geometry (same formula, charge and spin)	0.220	eV
charge	-1

Structure (XYZ):
```
80
C25H37Br4N3O6S3SiY the ωB97M-V functional and the def2-TZVPD basis
Y -0.091 0.532 -1.176
Br -4.781 -1.467 -2.419
Br -2.621 -1.317 -7.740
Br -5.096 -2.138 -5.686
Br 0.058 0.238 -6.498
S 0.644 -2.400 -0.914
S 2.285 1.840 -3.052
S 1.746 1.230 0.803
Si 0.222 0.746 2.090
O -0.665 1.980 2.716
O -0.070 0.243 -3.417
O -2.034 -0.278 -1.845
O 0.623 -0.167 3.398
O -0.893 -0.059 1.103
O 2.189 0.571 -2.219
N 1.319 -2.132 -3.456
N -0.798 4.042 -1.773
N 0.397 -4.194 -2.862
C 0.788 -2.948 -2.492
C 3.330 1.386 -4.428
C 3.460 2.846 -2.151
C -1.312 -0.419 -5.354
C 1.117 3.275 3.753
C -1.203 4.153 3.433
C -3.390 -1.089 -3.641
C 1.633 -2.165 2.452
C 1.141 -1.910 4.891
C -0.366 2.919 3.747
C -1.142 -0.231 -3.990
C 1.351 -2.464 -4.752
C 0.910 -3.686 -5.151
C 0.451 -4.530 -4.128
C -3.237 0.521 1.017
C 1.593 -1.193 3.624
C -2.345 -0.662 3.032
C -0.778 2.324 5.093
C -3.517 -1.333 -5.022
C -2.452 -1.877 0.880
C -2.228 -0.553 -3.107
C -2.239 -0.512 1.516
C -0.578 2.923 -1.563
C -2.487 -0.992 -5.879
C 2.959 -0.549 3.839
H -1.713 -2.586 1.260
H -1.852 2.128 5.106
H 0.901 -3.977 -6.190
H 1.557 -1.177 -3.170
H -3.335 -1.063 3.258
H -0.908 4.568 2.467
H -3.449 -2.243 1.136
H 3.711 -1.313 4.052
H 2.306 -2.998 2.671
H 1.853 -2.690 5.167
H 4.198 0.838 -4.060
H -0.248 1.386 5.262
H -1.072 4.914 4.206
H 2.711 0.772 -5.081
H 1.061 -1.198 5.716
H 2.919 0.143 4.683
H 3.253 0.001 2.944
H 1.986 -1.662 1.551
H -3.000 1.497 1.444
H -1.596 -1.356 3.413
H 3.627 2.292 -4.955
H 1.307 4.053 4.495
H 0.637 -2.569 2.257
H -2.372 -1.822 -0.202
H 1.725 -1.713 -5.430
H -3.220 0.581 -0.071
H -0.544 3.021 5.902
H 3.589 3.788 -2.683
H 0.108 -5.532 -4.368
H -2.230 0.294 3.541
H -4.245 0.234 1.325
H 1.423 3.633 2.770
H 4.402 2.314 -2.024
H 2.991 3.024 -1.183
H 0.162 -2.368 4.734
H -2.258 3.880 3.379
H 1.724 2.401 4.003
```

Results of the Löwdin charge analysis, in e, for atoms 1 through 5:
1. Y 1.15
2. Br 0.75
3. Br 0.66
4. Br 0.67
5. Br 0.76

# 2
Molecular formula: C25H37BrI2N3O4SiSn
Method: DFT, the ωB97M-V functional and the def2-TZVPD basis

Calculated values
calculated total energy	-139141.06166	eV
energy relative to the best compared isomer or geometry (same formula, charge and spin)	3.329	eV
charge	-1

Structure (XYZ):
```
74
C25H37BrI2N3O4SiSn the ωB97M-V functional and the def2-TZVPD basis
I -0.080 5.001 -0.553
I 4.477 3.407 -3.898
Sn 2.794 2.534 3.166
Br 0.465 -1.330 -1.297
Si -1.667 -2.118 -1.435
O 0.294 4.290 5.786
O -0.512 0.250 2.685
O 1.745 3.616 1.729
O 1.615 0.907 2.521
N 4.332 2.394 1.503
N 3.317 4.568 3.908
N 1.421 2.726 4.584
C -0.869 -3.142 -4.091
C 1.678 3.957 -0.670
C -2.681 0.461 -0.951
C -2.865 -4.104 0.457
C 3.575 2.802 0.357
C -4.309 -0.927 -2.360
C -0.760 -3.208 1.134
C 4.177 2.634 -0.931
C -2.894 -1.800 1.418
C -2.799 -0.672 -1.980
C -0.681 -4.711 -2.324
C 5.257 1.721 -1.063
C 2.438 4.917 4.998
C 5.719 1.125 0.103
C -2.086 -2.734 0.482
C 5.238 1.415 1.368
C 0.292 1.886 4.381
C 2.279 3.802 -1.942
C 3.512 3.227 -2.055
C -1.559 -3.485 -2.774
C -3.006 -4.014 -3.047
C 1.278 3.978 5.141
C 2.304 3.431 0.505
C -2.196 -0.098 -3.389
C 0.408 0.966 3.083
H -2.888 -5.067 -3.309
H -3.464 -3.436 -3.885
H -4.451 -1.546 -3.276
H 0.017 -2.562 -3.910
H -1.055 -3.666 2.095
H -1.717 0.542 -0.463
H 1.887 4.296 -2.797
H -2.832 -4.534 1.445
H 4.348 4.542 4.055
H -4.711 0.020 -2.631
H -3.431 0.336 -0.213
H -4.914 -1.360 -1.530
H -0.611 2.536 4.153
H -0.554 -4.071 -4.594
H -2.277 -0.802 -4.239
H 6.556 0.500 0.127
H 5.708 1.605 -2.042
H 0.404 -4.433 -2.266
H 5.640 0.946 2.280
H -0.697 -5.562 -3.007
H -1.100 0.046 -3.254
H -2.532 -4.904 -0.244
H -2.725 0.830 -3.642
H -1.010 -5.110 -1.374
H -2.276 -1.041 1.909
H -1.453 -2.585 -4.853
H 1.863 5.889 4.889
H -3.751 -1.269 0.994
H 2.867 4.946 6.012
H -3.212 -2.482 2.213
H -3.717 -3.831 -2.246
H -0.240 -3.988 0.532
H -3.867 -3.883 0.175
H 0.018 -2.476 1.399
H 0.199 1.251 5.273
H 3.167 5.218 3.115
H -2.840 1.432 -1.438
```

Results of the Löwdin charge analysis, in e, for atoms 1 through 5:
1. I 0.87
2. I 0.85
3. Sn 1.23
4. Br 0.48
5. Si 0.48

# 3
Molecular formula: C25H37N3O2Si4V
Method: DFT, the ωB97M-V functional and the def2-TZVPD basis

Calculated values
calculated total energy	-92280.56120	eV
energy relative to the best compared isomer or geometry (same formula, charge and spin)	0.529	eV
charge	+1

Structure (XYZ):
```
72
C25H37N3O2Si4V the ωB97M-V functional and the def2-TZVPD basis
V -0.176 0.433 -0.116
Si -0.056 -1.015 1.857
Si -1.028 -3.168 1.501
Si 2.092 -1.109 2.839
Si -1.448 0.184 3.447
O 0.558 2.815 1.396
O 0.228 1.776 0.738
N 3.056 -4.524 -8.419
N -1.063 -0.782 -1.356
N 1.562 0.054 -0.818
C 0.872 -1.422 -2.717
C -1.545 -1.942 -3.248
C -2.746 -1.584 -2.640
C 2.226 -3.356 -6.259
C -1.596 -1.012 4.857
C 0.110 -3.929 0.213
C 1.342 -2.104 -3.955
C 2.688 -4.008 -7.461
C 1.128 -1.506 -5.194
C -0.803 1.822 3.996
C 3.218 -1.974 1.615
C -3.043 0.316 2.460
C 2.731 0.660 -0.485
C 1.828 -0.748 -1.952
C 1.992 -3.330 -3.870
C -0.909 -4.197 3.052
C -0.504 -1.421 -2.468
C 2.667 0.631 3.212
C 3.753 0.269 -1.333
C 3.192 -0.610 -2.252
C 2.094 -2.128 4.397
C -2.786 -3.261 0.895
C 2.429 -3.961 -5.023
C -2.409 -0.879 -1.492
C 1.575 -2.128 -6.346
H -1.584 -3.870 3.841
H -0.635 -1.178 5.345
H -2.970 -2.677 -0.001
H 3.129 -2.189 4.749
H 3.068 -3.056 1.668
H -2.854 0.748 1.472
H 1.061 -4.217 0.668
H -1.188 -5.222 2.791
H 1.500 -1.690 5.198
H -0.329 -4.828 -0.233
H -3.077 -0.432 -0.768
H 3.044 -1.667 0.584
H -1.993 -1.974 4.546
H 2.772 1.349 0.346
H 1.743 -3.147 4.232
H 3.693 -1.103 -3.071
H 1.425 -1.667 -7.313
H -3.784 0.959 2.946
H 0.071 1.699 4.639
H 0.623 -0.550 -5.254
H -2.276 -0.600 5.611
H 2.522 0.860 4.270
H -3.743 -1.820 -2.973
H 3.735 0.726 2.997
H -0.514 2.456 3.161
H 0.100 -4.221 3.464
H 4.269 -1.775 1.847
H 0.326 -3.228 -0.597
H 2.933 -4.917 -4.968
H 2.148 -3.795 -2.905
H -3.499 -0.666 2.326
H 2.137 1.397 2.642
H -1.575 2.340 4.573
H -3.508 -2.957 1.656
H 4.776 0.606 -1.287
H -2.989 -4.308 0.648
H -1.421 -2.496 -4.165
```

Results of the Löwdin charge analysis, in e, for atoms 1 through 5:
1. V 0.88
2. Si 0.56
3. Si 0.37
4. Si 0.37
5. Si 0.39

What is the formula in the first record? C25H37Br4N3O6S3SiY

What is the calculated total energy in the second record? -139141.06166 eV